Record 1
C33H43N5P2W as an isolated structure at a distorted geometry. Source: OMol25; level of theory: wB97M-V/def2-TZVPD.

As for the net charge: +2. The expectation value of S² is 2.16. As for the spin multiplicity: 3. The orbital gap (spin up / spin down) is 3.63 / 2.86 eV. The molar mass is 755.53 Da.

CARTESIAN COORDINATES (ANGSTROEM)
W1 0.746 0.384 2.647
C1 -1.087 -1.098 3.548
C2 -0.513 -1.285 2.259
C3 -1.108 -0.636 1.026
C4 -0.403 0.653 0.658
C5 -0.594 1.803 1.588
C6 -1.254 1.670 2.821
C7 -2.549 0.922 2.967
C8 -2.400 -0.433 3.740
C9 2.523 0.856 1.705
H1 -0.749 -1.773 4.338
H2 0.141 -2.145 2.098
H3 -2.181 -0.469 1.097
H4 -1.021 -1.356 0.190
H5 0.707 0.391 0.599
H6 -0.646 0.983 -0.378
H7 -0.135 2.756 1.323
H8 -1.143 2.518 3.495
H9 -3.061 0.767 1.994
H10 -3.258 1.556 3.541
H11 -2.558 -0.235 4.820
H12 -3.243 -1.094 3.437
H13 3.088 1.116 2.624
H14 2.499 1.707 1.008
H15 2.980 -0.022 1.215
P1 0.603 1.635 -1.962
P2 0.168 -2.247 -1.604
N1 -0.703 2.801 -2.259
N2 1.534 2.211 -3.370
N3 -1.509 -2.422 -2.225
N4 0.806 -3.669 -2.498
C10 -0.235 0.266 -2.850
C11 0.639 -1.007 -2.880
C12 -0.694 4.035 -1.593
C13 -1.678 4.841 -2.145
C14 -2.310 4.097 -3.191
C15 -1.677 2.859 -3.259
C16 2.774 2.840 -3.239
C17 3.258 3.141 -4.507
C18 2.277 2.699 -5.457
C19 1.219 2.160 -4.732
C20 -2.494 -3.040 -1.436
C21 -3.720 -2.917 -2.074
C22 -3.501 -2.234 -3.313
C23 -2.138 -1.970 -3.392
C24 0.075 -4.575 -3.283
C25 0.952 -5.383 -3.996
C26 2.281 -4.977 -3.633
C27 2.166 -3.918 -2.742
H16 -0.525 0.516 -3.883
H17 -1.177 0.125 -2.300
H18 0.592 -1.460 -3.887
H19 1.705 -0.805 -2.662
H20 0.023 4.215 -0.807
H21 -1.920 5.847 -1.836
H22 -3.121 4.418 -3.829
H23 -1.853 2.027 -3.927
H24 3.189 2.984 -2.252
H25 4.207 3.608 -4.733
H26 2.334 2.743 -6.539
H27 0.296 1.714 -5.079
H28 -2.233 -3.478 -0.483
H29 -4.661 -3.266 -1.682
H30 -4.231 -1.973 -4.069
H31 -1.587 -1.428 -4.145
H32 -1.001 -4.549 -3.280
H33 0.663 -6.166 -4.685
H34 3.200 -5.419 -3.991
H35 2.929 -3.324 -2.257
C28 2.603 -1.704 4.200
C29 1.868 -0.848 5.130
C30 1.771 -0.920 6.528
C31 1.031 0.192 6.961
C32 0.695 0.938 5.819
C33 0.065 2.259 5.784
N5 1.166 0.259 4.695
H36 3.362 -2.235 4.792
H37 3.145 -1.145 3.423
H38 1.955 -2.472 3.750
H39 2.222 -1.705 7.126
H40 0.761 0.467 7.980
H41 -0.833 2.271 5.158
H42 -0.283 2.503 6.801
H43 0.766 3.047 5.459

Record 2
BCsF6NO4S2 as an isolated structure at a distorted geometry. Source: OMol25; level of theory: wB97M-V/def2-TZVPD.

As for the net charge: -1. The orbital gap is 8.70 eV. The calculation puts the energy relative to the best compared isomer or geometry (same formula, charge and spin) at 0.0 kcal/mol. The molar mass is 399.84 Da.

CARTESIAN COORDINATES (ANGSTROEM)
Cs1 1.029 -1.125 -1.877
N1 1.774 -0.167 0.868
S1 1.208 1.254 1.368
O1 1.850 1.791 2.513
O2 -0.204 1.386 1.258
F1 1.746 2.127 0.128
S2 1.132 -1.209 1.957
O3 -0.207 -1.597 1.680
O4 1.586 -1.122 3.291
F2 1.983 -2.472 1.404
B1 -2.402 0.233 -2.516
F3 -1.998 1.206 -3.457
F4 -3.701 0.438 -2.061
F5 -2.303 -1.046 -3.137
F6 -1.493 0.304 -1.419

Record 3
A 2-piece molecular cluster, C3H10NO3 overall at a distorted geometry. Source: OMol25; level of theory: wB97M-V/def2-TZVPD.

As for the net charge: -1. The orbital gap is 7.34 eV. The calculation puts the energy relative to the best compared isomer or geometry (same formula, charge and spin) at 7.7 kcal/mol. The molar mass is 108.12 Da.

CARTESIAN COORDINATES (ANGSTROEM)
C1 1.220 0.174 0.146
C2 0.560 1.299 0.942
O1 0.084 0.876 2.167
N1 0.344 -0.760 -0.580
C3 -0.981 -0.950 0.062
O2 -0.998 -1.200 1.410
H1 1.876 -0.374 0.854
H2 1.933 0.611 -0.561
H3 1.395 1.997 1.172
H4 -0.266 1.715 0.320
H5 -0.597 -0.304 1.868
H6 0.880 -1.616 -0.644
H7 -1.586 -0.123 -0.314
H8 -1.494 -1.796 -0.442
H9 -0.263 -0.433 -3.689
H10 -0.271 0.511 -2.451
O3 -0.144 0.487 -3.404